Entry 1:
56
Properties=species:S:1:pos:R:3:forces:R:3:mulliken_charge:R:1 method="wB97M-V/def2-TZVPD" homo_energy_ev=-8.66 gap_ev=8.69 lumo_ev=0.0299 relative_energy_ev=0.000 total_energy_ha=-1724.98497 fmax_ev_per_a=1.5 smiles="Cc1oc(-c2ccccc2F)nc1CS(=O)(=O)CC(=O)N[C@H]1CCC[C@@H](C)[C@H]1C"
C 4.974065 0.323109 2.451906 0.0 -0.2 -0.1 -1.507
C 3.878868 0.068020 1.490656 -1.0 0.7 0.5 0.693
C 2.556006 0.433695 1.489673 1.5 -0.2 -0.3 0.088
N 1.955907 -0.127765 0.396609 0.1 -0.4 -0.7 -0.125
C 2.897272 -0.780366 -0.228796 -0.8 0.5 0.6 0.420
C 2.782015 -1.546032 -1.449014 0.1 -0.2 -0.3 0.401
C 1.590298 -1.602972 -2.173681 0.2 0.0 0.0 0.251
C 1.477890 -2.338961 -3.336524 0.0 0.1 0.1 -0.955
C 2.576651 -3.040475 -3.802618 0.0 0.1 0.1 -0.465
C 3.773689 -2.997894 -3.104261 0.1 -0.1 -0.1 -0.818
C 3.876618 -2.260627 -1.941727 -0.2 0.1 0.0 -0.356
H 4.805126 -2.226586 -1.393773 0.1 0.0 0.0 0.448
H 4.630049 -3.543766 -3.468551 0.1 0.0 0.0 0.411
H 2.496825 -3.618270 -4.710117 0.0 0.0 -0.1 0.397
H 0.535610 -2.353632 -3.860948 -0.1 0.0 0.0 0.444
F 0.514727 -0.921911 -1.742129 0.0 -0.1 -0.1 0.143
O 4.090419 -0.693640 0.395893 0.1 -0.2 -0.3 -0.406
C 1.813770 1.177855 2.514121 -0.4 -0.8 0.5 -1.013
H 0.922039 1.663394 2.134449 0.0 0.2 0.0 0.017
H 2.443693 1.876412 3.056867 0.0 0.0 0.2 0.629
S 1.265371 -0.054288 3.771630 0.4 0.1 0.1 1.113
O 0.652355 0.650421 4.855398 -0.5 0.2 0.0 -0.640
O 2.413469 -0.871322 4.078655 0.0 -0.2 -0.2 -0.654
C 0.056336 -1.119469 2.910821 0.4 0.7 0.4 -0.758
C -1.096677 -0.278753 2.395529 0.0 -0.1 -0.2 0.413
O -2.088546 -0.066739 3.059874 -0.2 0.0 0.3 -0.653
N -0.895100 0.229087 1.167161 -0.1 0.2 -0.4 0.800
H -0.068152 -0.008492 0.628662 0.1 -0.1 0.1 0.001
C -1.874659 1.098044 0.539033 -0.2 -0.1 0.1 -0.756
C -1.191856 1.943800 -0.529967 -0.2 0.2 0.2 -0.285
C -2.193440 2.907827 -1.157962 0.1 -0.2 -0.2 -0.997
C -3.386204 2.149186 -1.730029 -0.1 0.2 0.3 -0.782
H -3.056498 1.513011 -2.552698 0.0 0.0 -0.1 0.248
C -4.061094 1.297650 -0.653378 -0.1 -0.2 -0.2 0.372
C -5.303807 0.605407 -1.208292 0.2 0.2 0.2 -1.820
H -5.063449 0.022187 -2.093449 0.0 -0.1 -0.1 0.343
H -5.737059 -0.055469 -0.461383 -0.1 -0.1 0.1 0.409
H -6.051775 1.345164 -1.485633 -0.1 0.0 -0.1 0.462
H -4.384404 1.970390 0.150102 0.0 0.0 0.0 0.496
C -3.069478 0.302180 -0.026105 0.0 0.1 0.1 0.194
C -2.626040 -0.810744 -0.972144 -0.1 0.2 0.2 -1.818
H -2.179112 -0.418077 -1.879722 0.1 0.0 -0.2 0.254
H -3.474067 -1.433267 -1.243615 0.0 -0.1 -0.1 0.458
H -1.891524 -1.442030 -0.478612 0.1 -0.1 0.0 0.416
H -3.562515 -0.170614 0.830333 0.0 0.1 0.0 0.675
H -4.111431 2.858818 -2.134301 0.0 0.0 -0.1 0.363
H -1.706192 3.486726 -1.945355 0.0 0.1 0.1 0.411
H -2.544413 3.608495 -0.396462 0.0 0.1 0.0 0.385
H -0.771195 1.289412 -1.293272 0.1 0.0 -0.1 0.011
H -0.368469 2.504376 -0.081100 0.1 -0.1 0.0 0.457
H -2.268149 1.751398 1.329375 0.0 0.0 -0.1 0.401
H 0.612668 -1.623699 2.127944 0.0 -0.1 -0.1 0.276
H -0.288776 -1.819391 3.667056 0.0 0.0 0.1 0.520
H 5.898874 -0.108054 2.079521 0.1 0.0 0.0 0.339
H 5.108636 1.392129 2.607755 0.1 0.0 0.0 0.344
H 4.714834 -0.134890 3.406593 0.1 0.0 0.0 0.306

Entry 2:
59
Properties=species:S:1:pos:R:3:forces:R:3:mulliken_charge:R:1 method="wB97M-V/def2-TZVPD" homo_energy_ev="-5.92 / -6.02" gap_ev="5.84 / 5.91" lumo_ev="-0.0800 / -0.1048" relative_energy_ev=0.432 total_energy_ha=-2826.45921 fmax_ev_per_a=0.9
Mo -0.393489 -0.129291 0.251872 -0.4 0.5 0.6 0.188
C 2.744870 0.170119 -1.136097 0.0 0.0 0.0 -1.806
C 2.688338 -0.905251 -0.091856 0.1 -0.1 0.0 1.236
C 3.882873 -1.653175 0.083257 -0.1 0.0 0.1 -1.114
C 3.938834 -2.659249 0.990686 0.0 0.0 0.0 -0.971
C 2.801857 -2.939736 1.780936 0.1 -0.1 0.1 1.077
C 2.789738 -3.969224 2.752601 0.0 0.1 -0.1 -0.883
C 1.670508 -4.172077 3.508124 0.0 0.0 0.0 -0.663
C 0.540114 -3.354307 3.334025 0.0 0.0 0.0 -0.577
C 0.515818 -2.349760 2.394914 0.0 0.0 0.0 1.287
S -0.851834 -1.264254 2.230536 0.3 0.0 -0.1 -0.465
C 1.660990 -2.145457 1.585229 -0.1 0.2 -0.1 -1.261
N 1.604389 -1.150755 0.626235 0.1 0.0 -0.1 0.613
H 3.291123 -0.204509 -2.003104 0.0 0.0 0.0 0.513
H 3.296004 1.019951 -0.730422 0.0 0.0 0.0 0.442
H 1.767281 0.524594 -1.451255 0.0 0.0 0.0 0.205
H 4.732900 -1.402203 -0.535774 0.0 0.0 0.0 0.525
H 4.839008 -3.246028 1.122987 0.0 0.0 0.0 0.409
H 3.676108 -4.575990 2.882839 0.0 0.0 0.0 0.375
H 1.650448 -4.952353 4.257004 0.0 0.0 0.0 0.378
H -0.329972 -3.503911 3.961207 0.0 0.0 0.0 0.457
C 0.845406 3.880572 2.570957 0.0 0.0 0.0 -1.766
C 0.033015 2.772650 1.950466 -0.1 0.0 -0.1 0.532
S 0.940609 1.692487 0.893797 -0.3 -0.6 0.1 -0.383
C -1.279649 2.592153 2.156269 0.1 0.0 -0.2 0.804
C -2.107846 3.476454 3.040699 0.0 0.1 0.0 -1.472
S -2.155757 1.282149 1.402287 0.2 -0.1 0.0 -0.199
H 1.892427 3.796642 2.282298 0.0 0.0 0.0 0.407
H 0.804086 3.842533 3.661447 0.0 0.0 0.0 0.357
H 0.495098 4.867436 2.259377 0.0 0.0 0.0 0.364
H -1.573437 4.378226 3.334884 0.0 0.0 0.0 0.401
H -2.404608 2.943265 3.946475 0.0 0.0 0.0 0.269
H -3.025847 3.774030 2.531412 0.0 0.0 0.0 0.304
N -2.585790 -3.993549 -0.684503 0.0 0.0 0.0 -0.430
C -1.901457 -2.833201 -0.695132 0.1 0.0 0.0 0.456
O -2.420284 -1.779817 -0.335860 0.0 0.1 0.0 -0.557
C -0.465411 -2.858994 -1.136442 0.0 -0.1 0.0 -0.611
C -0.020712 -1.448722 -1.511912 0.1 0.1 -0.2 -1.106
H -3.507173 -4.007484 -0.281842 0.0 0.0 0.0 0.252
H -2.133497 -4.858676 -0.915573 0.0 0.0 0.0 0.198
H -0.340860 -3.584852 -1.950771 0.0 0.0 0.0 0.512
H 0.109471 -3.250583 -0.287325 0.0 0.0 0.0 0.231
H -0.592288 -1.114251 -2.379875 0.0 -0.1 0.0 0.739
H 1.023895 -1.485805 -1.817849 -0.1 0.0 0.0 0.522
C -0.754103 3.465216 -4.978216 0.0 0.0 -0.1 -1.117
C -0.530402 3.539294 -3.472229 0.1 0.0 0.1 -0.484
C -1.303920 2.516609 -2.711331 0.1 0.0 -0.1 0.173
N -0.763703 1.526179 -2.101931 0.0 0.2 0.0 -0.404
N -1.666627 0.746491 -1.431763 0.1 0.1 -0.1 0.245
C -2.904240 1.112207 -1.619270 0.0 -0.2 0.2 0.243
N -3.974652 0.446009 -1.136385 -0.1 0.0 -0.1 -0.363
S -3.042714 2.525576 -2.598028 0.0 0.0 0.0 -0.266
H -0.171302 4.231541 -5.486562 0.0 0.0 0.0 0.356
H -1.803179 3.618318 -5.235536 0.0 0.0 0.0 0.337
H -0.453317 2.492092 -5.364965 0.0 0.0 0.0 0.318
H -0.788743 4.531876 -3.095266 0.0 0.0 0.0 0.327
H 0.517877 3.367096 -3.223458 0.0 0.0 0.0 0.225
H -3.741411 -0.338759 -0.538307 0.0 0.0 0.0 0.396
H -4.764858 1.000460 -0.853981 0.0 0.0 0.0 0.225

Entry 3:
53
Properties=species:S:1:pos:R:3:forces:R:3:mulliken_charge:R:1 method="wB97M-V/def2-TZVPD" homo_energy_ev=-7.54 gap_ev=8.29 lumo_ev=0.7554 relative_energy_ev=2.014 total_energy_ha=-1131.16420 fmax_ev_per_a=0.6 smiles="COc1ccc(N[C@H](C)C(=O)N2CCN(Cc3ccccc3)CC2)cc1"
C -3.756663 -4.155054 1.614730 0.0 0.0 0.2 -0.816
O -3.442614 -3.908139 0.268253 0.1 0.2 -0.3 -0.466
C -3.168286 -2.619309 -0.106006 0.0 0.0 0.0 0.776
C -2.884096 -2.423910 -1.457764 -0.1 -0.1 0.1 -0.753
C -2.595416 -1.167875 -1.938616 0.0 0.0 0.1 -0.501
C -2.575646 -0.058334 -1.087970 -0.1 -0.3 0.2 0.224
C -2.866037 -0.258188 0.257585 0.0 0.3 -0.3 -0.250
C -3.157706 -1.522758 0.743899 -0.1 -0.5 0.1 -0.829
H -3.379447 -1.628752 1.794203 0.0 0.0 0.1 0.404
H -2.876301 0.572478 0.943923 0.0 0.1 0.1 0.468
N -2.197841 1.173879 -1.604938 -0.1 0.4 -0.4 -0.220
H -2.341965 1.249011 -2.602931 0.0 0.0 0.1 0.230
C -2.440205 2.412878 -0.896079 -0.2 0.0 0.0 0.567
C -2.098764 3.603901 -1.791677 0.0 -0.2 0.1 -1.571
H -2.274380 4.528300 -1.247768 0.0 0.1 0.0 0.425
H -1.056225 3.573667 -2.099832 0.1 0.0 -0.1 0.258
H -2.728427 3.601398 -2.680043 0.0 0.0 -0.1 0.463
H -3.500349 2.498201 -0.598869 0.3 0.0 0.1 0.320
C -1.666318 2.549794 0.424723 -0.2 0.2 -0.2 0.311
O -2.242354 3.030350 1.389127 -0.3 0.1 0.1 -0.702
N -0.367086 2.202035 0.482595 0.2 -0.1 0.2 0.107
C 0.458964 1.618333 -0.549901 0.3 -0.4 -0.4 -0.570
H 1.334287 2.264819 -0.694594 0.0 0.0 0.0 0.265
C 0.915058 0.211903 -0.118421 -0.1 0.2 -0.3 -1.022
N 1.577290 0.192438 1.170606 0.1 -0.1 0.1 0.083
C 0.741024 0.834024 2.164272 0.0 0.3 0.0 -1.013
C 0.312971 2.253330 1.764476 -0.1 -0.1 0.5 -0.847
H 1.187182 2.908574 1.681678 0.0 0.0 0.0 0.324
H -0.378270 2.671152 2.496938 0.2 0.0 -0.1 0.478
H -0.157104 0.218557 2.278778 0.0 0.1 0.1 0.404
H 1.269942 0.858568 3.119049 0.0 0.0 0.0 0.479
C 2.952039 0.662353 1.139652 -0.1 0.0 0.1 -0.611
C 3.818893 -0.272176 0.337100 0.1 0.1 0.0 0.361
C 4.754762 0.215075 -0.563971 -0.1 0.0 0.1 -0.457
C 5.559370 -0.654058 -1.281191 0.1 0.0 -0.1 -0.606
C 5.429844 -2.020751 -1.108978 0.1 0.0 -0.1 -0.379
C 4.493570 -2.514896 -0.215197 0.0 -0.1 0.0 -0.610
C 3.695478 -1.646164 0.505380 0.0 0.0 0.0 -0.171
H 2.959325 -2.020200 1.200096 -0.1 -0.1 0.1 0.401
H 4.388530 -3.581212 -0.078448 0.0 -0.1 0.0 0.382
H 6.055622 -2.698974 -1.670142 0.0 -0.1 0.0 0.379
H 6.285995 -0.262097 -1.977988 0.1 0.0 -0.1 0.378
H 4.859335 1.282249 -0.705255 0.0 0.1 0.0 0.347
H 3.059899 1.686102 0.744714 0.1 0.0 0.1 0.276
H 3.313200 0.670612 2.174280 0.0 0.1 0.0 0.421
H 0.033117 -0.432551 -0.049587 0.0 0.0 -0.1 0.123
H 1.590675 -0.202648 -0.868604 -0.1 0.0 0.0 0.456
H -0.089646 1.543992 -1.484116 0.2 0.1 0.1 0.621
H -2.379772 -1.033126 -2.989344 0.0 0.0 -0.1 0.359
H -2.900330 -3.278288 -2.115582 0.0 -0.1 -0.1 0.426
H -4.654090 -3.609979 1.926786 0.0 0.0 0.0 0.324
H -2.925261 -3.893081 2.278218 0.0 0.0 0.0 0.327
H -3.945750 -5.225479 1.682726 0.0 0.1 0.1 0.229

Entry 4:
55
Properties=species:S:1:pos:R:3:forces:R:3:mulliken_charge:R:1 method="wB97M-V/def2-TZVPD" homo_energy_ev=-8.80 gap_ev=8.14 lumo_ev=-0.6556 relative_energy_ev=1.743 total_energy_ha=-1281.65586 fmax_ev_per_a=1.5 smiles="COCCNC(=O)/C(C#N)=C/c1ccc(OCC(=O)NC2CCCCC2)cc1"
C -8.806689 -2.092879 0.763163 0.0 0.0 0.0 -0.676
H -8.050138 -1.921193 1.537501 0.0 0.0 0.0 0.309
O -9.719608 -1.024882 0.690803 -0.1 0.0 0.0 -0.388
C -9.151824 0.260735 0.711263 0.0 0.3 -0.2 -0.409
C -8.431035 0.668201 -0.587944 -0.3 0.1 0.4 -0.808
N -7.062416 0.213388 -0.646005 0.0 -0.3 -0.1 -0.049
C -6.027260 1.014932 -0.314024 -0.1 -0.2 -0.1 0.363
O -6.153009 2.185045 -0.012337 0.0 0.3 0.1 -0.701
C -4.677616 0.352525 -0.365115 0.4 1.4 0.3 0.426
C -3.595662 1.139946 -0.156303 -0.7 -0.3 -0.1 -0.205
C -2.195883 0.815864 -0.143157 0.6 -0.2 0.0 1.164
C -1.686766 -0.466351 -0.371193 -0.2 0.3 0.0 -0.907
C -0.329952 -0.715000 -0.350081 0.4 -0.1 0.0 -0.608
C 0.567494 0.320648 -0.098084 -0.3 0.2 0.0 0.713
C 0.072511 1.608604 0.133738 0.3 -0.1 0.0 -0.608
C -1.278795 1.848343 0.110624 -0.1 -0.2 0.0 -0.897
H -1.645996 2.847830 0.290560 0.0 0.1 0.0 0.375
H 0.775498 2.403352 0.328660 0.1 0.1 0.0 0.415
O 1.917505 0.191106 -0.056235 -0.2 0.2 0.0 -0.161
C 2.494232 -1.075265 -0.294063 0.2 -0.6 -0.1 -0.114
C 4.028001 -1.007344 -0.229257 -0.6 0.3 0.1 -0.039
O 4.684435 -2.005683 -0.435683 0.1 -0.4 -0.1 -0.665
N 4.512354 0.205644 0.066031 -0.1 0.5 0.1 -0.130
H 3.838197 0.941688 0.204821 0.0 -0.1 0.0 0.311
C 5.928919 0.529925 0.175815 0.2 -0.5 -0.1 -0.190
C 6.650920 0.292553 -1.152820 0.1 0.3 0.1 -0.781
C 8.123504 0.669754 -1.028522 0.0 -0.3 -0.1 -0.725
C 8.787601 -0.137501 0.082192 0.1 0.3 0.1 -0.587
C 8.068226 0.092268 1.407388 0.0 -0.3 -0.1 -0.728
C 6.595538 -0.285726 1.286132 0.1 0.3 0.1 -0.782
H 6.078787 -0.106839 2.231811 -0.1 0.0 0.0 0.351
H 6.503220 -1.343833 1.040685 0.0 0.0 0.0 0.334
H 8.534762 -0.503611 2.193744 0.0 0.1 0.1 0.334
H 8.153497 1.144867 1.689986 0.1 0.1 0.1 0.352
H 9.837487 0.147734 0.173627 0.0 -0.1 0.0 0.301
H 8.746108 -1.198565 -0.170324 0.1 -0.1 0.0 0.329
H 8.629282 0.485451 -1.977908 0.0 0.1 0.0 0.333
H 8.209991 1.736325 -0.804839 0.1 0.1 0.0 0.353
H 6.173343 0.881772 -1.939096 -0.1 0.0 0.0 0.346
H 6.558975 -0.762372 -1.412090 0.0 0.0 0.0 0.331
H 5.984741 1.594587 0.429813 0.0 -0.1 0.0 0.408
H 2.164446 -1.807316 0.454601 0.0 0.1 -0.1 0.387
H 2.223910 -1.453476 -1.288278 0.0 0.1 0.1 0.393
H 0.019319 -1.718798 -0.531170 0.1 -0.1 0.0 0.468
H -2.360547 -1.284005 -0.569586 0.1 -0.1 0.0 0.306
H -3.839072 2.181906 0.027797 -0.1 0.0 0.0 0.458
C -4.668826 -1.028565 -0.606690 0.1 -0.8 -0.1 -0.229
N -4.769009 -2.159426 -0.798863 0.0 -0.1 0.0 -0.572
H -6.887366 -0.757752 -0.854728 0.1 0.1 0.0 0.117
H -8.398898 1.758820 -0.641163 -0.1 -0.1 -0.1 0.480
H -8.982650 0.274347 -1.444810 0.0 0.1 0.0 0.347
H -9.997820 0.933401 0.868687 0.1 0.0 0.0 0.303
H -8.452979 0.363985 1.554760 -0.1 0.0 -0.1 0.348
H -8.303512 -2.273002 -0.194101 0.0 0.0 0.0 0.249
H -9.389482 -2.976157 1.020252 0.1 0.0 0.0 0.257